# 1
Formula: C4H8O2
Source: the OMol25 dataset
Level of theory: ωB97M-V/def2-TZVPD

## Properties
SMILES: C=CO.C=CO
Energy above the lowest of the compared OMol25 structures with the same formula, charge and spin: 66.8 kcal per mole
Highest occupied orbital energy: -0.336 Eh
Kohn-Sham gap: 9.74 eV

Each line ends with the natural charge from an NBO analysis.
Atoms and positions in Å:
C1 -0.144206 -1.414548 1.835879  -0.504
C2 0.397749 -0.347655 2.398003  0.124
O1 -0.354105 0.741656 2.725547  -0.685
H1 0.478577 -2.294928 1.723997  0.207
H2 -1.184386 -1.499474 1.552838  0.208
H3 1.468898 -0.200768 2.341962  0.172
H4 0.231558 1.494616 2.875538  0.479
C3 -0.742328 0.653320 -2.847664  -0.484
C4 0.307026 0.141462 -2.223627  0.136
O2 1.045742 0.825830 -1.285424  -0.714
H5 -1.243124 -0.010753 -3.545404  0.205
H6 -1.152189 1.636094 -2.685641  0.201
H7 0.456226 -0.928456 -2.226566  0.174
H8 0.434563 1.203605 -0.639438  0.482

Atomic forces in eV per Å
C 0.11 -0.71 0.27
C -0.22 0.32 -1.23
O 0.23 0.44 0.06
H 0.01 0.20 -0.37
H -0.10 0.08 0.38
H 0.18 -0.14 0.79
H -0.20 -0.16 0.06
C -0.01 -0.72 -0.44
C -1.03 0.41 0.89
O 0.08 -0.19 0.22
H -0.17 0.20 0.13
H 0.24 0.28 -0.11
H 0.72 -0.07 -0.47
H 0.16 0.07 -0.18

# 2
Formula: C40H46NO4P2Ta
Source: the OMol25 dataset
Level of theory: ωB97M-V/def2-TZVPD

## Properties
Energy above the lowest of the compared OMol25 structures with the same formula, charge and spin: 25.6 kcal per mole
Total charge: +2
Highest occupied orbital energy: -0.515 Eh
Kohn-Sham gap: 7.06 eV

Each line ends with the Mulliken charge.
Atoms and positions in Å:
Ta1 -0.083119 0.119535 0.228285  1.908
C1 1.422417 -2.261978 3.048105  -1.029
C2 2.689271 -2.583772 2.310714  0.427
C3 3.333362 -3.776716 2.623552  -0.707
C4 4.602032 -4.065813 2.151636  -0.899
C5 5.271212 -3.130819 1.379568  -0.865
C6 4.637777 -1.951331 1.027523  -1.252
C7 3.326357 -1.685760 1.435085  0.822
P1 2.514168 -0.095427 1.037626  1.779
C8 3.536319 0.810998 -0.165860  1.544
C9 4.183832 0.082883 -1.170408  -1.132
C10 4.965593 0.708842 -2.123640  -1.424
C11 5.082911 2.089871 -2.105177  -0.948
C12 4.375637 2.824056 -1.167844  -0.822
C13 3.580260 2.216938 -0.196460  0.368
C14 2.778736 3.116632 0.710741  -1.057
C15 2.511834 0.774822 2.605406  -0.056
C16 3.660988 0.988265 3.361497  -0.666
C17 3.570717 1.717914 4.533911  -0.848
C18 2.338594 2.219885 4.944119  -0.749
C19 1.193363 1.979806 4.200650  -0.440
C20 1.271730 1.241460 3.023130  1.310
C21 0.062915 0.921625 2.205187  -1.813
H1 0.919413 -3.172010 3.371877  0.549
H2 0.718025 -1.700939 2.440422  -0.245
H3 1.646807 -1.663867 3.934787  0.323
H4 2.835627 -4.476545 3.283431  0.502
H5 5.079214 -4.999313 2.417831  0.435
H6 6.286220 -3.309775 1.052378  0.490
H7 5.196112 -1.229151 0.454554  0.687
H8 4.067872 -0.991378 -1.221273  0.887
H9 5.474634 0.121134 -2.875953  0.492
H10 5.702742 2.597251 -2.832417  0.451
H11 4.432450 3.905311 -1.186330  0.507
H12 2.775561 4.128176 0.308383  0.535
H13 3.181302 3.159214 1.722780  0.268
H14 1.734474 2.798314 0.794528  -0.237
H15 4.616996 0.599597 3.030435  0.533
H16 4.455568 1.901728 5.127735  0.447
H17 2.271649 2.794942 5.858011  0.436
H18 0.237906 2.360362 4.540522  0.573
H19 -0.726305 1.670740 2.322874  1.031
H20 -0.400416 -0.029291 2.581201  0.315
C22 1.948758 0.525099 -3.698238  -1.065
C23 2.005214 -0.788736 -4.141863  -0.699
C24 1.557902 -1.806687 -3.318283  -0.858
C25 1.059634 -1.500455 -2.060744  1.327
N1 1.036031 -0.220376 -1.632789  0.124
C26 1.461102 0.769429 -2.436813  -0.483
C27 0.437949 -2.474266 -1.140463  0.611
C28 0.534825 -3.842033 -1.365661  -0.735
C29 -0.102836 -4.738253 -0.524616  -0.990
C30 -0.847061 -4.272844 0.549942  -1.212
C31 -0.934218 -2.912348 0.787623  0.530
C32 -0.299828 -1.973775 -0.036301  -0.101
H21 2.275605 1.349164 -4.314870  0.506
H22 2.377999 -1.017604 -5.131346  0.500
H23 1.557094 -2.828009 -3.666650  0.515
H24 1.394082 1.775782 -2.048375  0.698
H25 1.114533 -4.222523 -2.195181  0.455
H26 -0.022410 -5.800602 -0.711017  0.468
H27 -1.355345 -4.969684 1.202991  0.504
H28 -1.509750 -2.590218 1.643571  0.276
C33 -4.058930 4.502513 -0.270439  -1.459
C34 -2.638207 4.502530 0.251961  1.383
C35 -2.547256 5.052428 1.659395  -1.563
C36 -1.677511 5.187945 -0.697944  -1.549
O1 -2.124333 3.087290 0.402231  0.491
P2 -2.290738 1.826342 -0.466305  -0.080
O2 -3.342295 1.716100 -1.458060  -0.830
O3 -0.808323 1.448590 -0.955351  -0.774
O4 -2.241391 0.579939 0.631049  -0.095
C37 -3.536592 0.045306 1.305856  1.510
C38 -4.067548 -1.018006 0.375373  -1.532
C39 -4.499946 1.206359 1.463025  -1.784
C40 -3.110972 -0.459187 2.665334  -1.380
H29 -4.391622 5.539256 -0.326512  0.476
H30 -4.730958 3.972480 0.403705  0.279
H31 -4.132014 4.062733 -1.262407  0.402
H32 -2.844818 6.100690 1.655956  0.476
H33 -1.525676 4.988006 2.034543  0.322
H34 -3.213381 4.514033 2.333814  0.335
H35 -1.948748 6.238795 -0.794788  0.467
H36 -1.723473 4.736365 -1.690406  0.388
H37 -0.655904 5.129615 -0.321043  0.280
H38 -4.301579 -0.588975 -0.598124  0.343
H39 -4.985950 -1.424142 0.801574  0.509
H40 -3.360091 -1.835941 0.247835  0.271
H41 -4.866290 1.564661 0.503053  0.411
H42 -4.045845 2.024523 2.022502  0.274
H43 -5.354906 0.846062 2.035709  0.598
H44 -2.341145 -1.226409 2.611819  0.083
H45 -3.979038 -0.907305 3.148899  0.573
H46 -2.757591 0.356246 3.296030  0.372

Atomic forces in eV per Å
Ta 0.37 -0.22 0.00
C -0.02 -0.02 -0.01
C 0.00 -0.01 0.02
C 0.00 0.01 0.00
C 0.01 0.01 0.00
C -0.01 0.00 0.00
C -0.01 -0.01 0.00
C 0.02 0.01 -0.03
P 0.01 0.03 0.00
C 0.01 0.00 0.01
C 0.00 0.00 -0.02
C -0.01 0.00 0.00
C -0.01 0.01 0.00
C -0.01 -0.01 -0.02
C 0.00 0.01 0.00
C 0.00 0.02 0.00
C 0.02 0.01 0.01
C 0.00 -0.02 -0.02
C 0.00 0.01 0.01
C 0.00 0.00 0.01
C 0.02 -0.01 0.00
C -0.02 0.03 -0.02
C -0.12 -0.03 0.07
H 0.00 0.00 0.00
H 0.00 0.00 -0.01
H 0.00 0.00 0.00
H 0.00 0.00 0.00
H 0.00 0.00 0.00
H 0.00 0.00 0.00
H 0.00 0.00 0.01
H -0.01 0.00 0.00
H 0.00 0.00 0.00
H 0.00 0.00 0.00
H 0.00 0.00 0.00
H 0.00 0.00 0.00
H 0.00 0.00 -0.01
H 0.00 0.00 0.00
H 0.00 0.00 0.00
H 0.00 0.00 0.00
H 0.00 0.00 0.00
H 0.00 0.00 0.00
H 0.02 0.02 0.02
H -0.04 0.07 0.03
C 0.01 0.01 0.00
C 0.00 -0.01 0.01
C 0.01 0.01 -0.01
C -0.06 -0.05 0.04
N 0.01 0.03 -0.13
C 0.00 -0.01 -0.01
C -0.07 0.04 -0.01
C 0.06 0.01 0.01
C 0.00 0.00 -0.01
C -0.01 -0.01 0.01
C 0.03 -0.01 0.01
C -0.10 -0.23 0.05
H 0.00 0.00 0.00
H 0.00 0.00 0.00
H 0.00 0.00 0.00
H 0.00 0.00 0.01
H 0.00 -0.01 0.00
H 0.00 0.00 0.00
H 0.00 0.00 0.00
H 0.01 0.00 -0.01
C -0.01 -0.02 0.01
C 0.04 0.08 -0.10
C 0.02 0.00 -0.01
C 0.01 -0.04 -0.02
O -0.08 -0.09 0.22
P 0.09 -0.20 -0.26
O 0.02 0.05 -0.02
O -0.12 0.50 0.08
O -0.09 0.06 0.05
C 0.05 0.07 0.02
C -0.04 -0.03 0.01
C 0.03 0.00 -0.01
C 0.02 -0.01 0.01
H -0.01 0.00 0.00
H 0.00 0.01 0.02
H 0.01 0.01 -0.01
H 0.00 0.00 -0.01
H 0.00 0.00 0.01
H 0.00 -0.01 0.00
H 0.00 0.00 0.00
H -0.01 0.00 0.00
H 0.00 0.01 0.00
H 0.00 0.00 0.00
H 0.00 -0.01 -0.01
H 0.01 -0.01 0.00
H 0.00 0.00 0.00
H -0.01 -0.01 0.01
H -0.01 -0.01 -0.01
H -0.02 0.01 0.00
H 0.00 0.00 0.00
H -0.01 0.00 0.00

Kohn-Sham gap of number 2 (C40H46NO4P2Ta)? 7.06 eV